No. 1
A cluster of 12 separate species, H24O12 in total at a distorted geometry, computed with ωB97M-V with the def2-TZVPD basis set.

Properties
Kohn-Sham gap (eV): 8.84
SMILES: O.O.O.O.O.O.O.O.O.O.O.O
LUMO level (eV): -0.3
HOMO (eV): -9.160
Max |F| (eV/Å): 6.4
Energy (a.u.): -917.0820

Cartesian coordinates (Å):
O: 0.435 -0.906 0.343
H: -0.283 -0.364 -0.002
H: 0.457 -0.693 1.283
O: 3.370 3.040 1.521
H: 3.321 2.091 1.678
H: 3.418 3.118 0.562
O: 5.204 -2.030 -0.672
H: 4.826 -1.219 -0.314
H: 5.897 -1.724 -1.267
O: -3.269 -0.079 -2.464
H: -3.475 -0.149 -1.525
H: -3.929 0.535 -2.804
O: -2.966 -1.442 2.991
H: -2.038 -1.651 2.835
H: -3.433 -1.919 2.295
O: -0.536 0.149 -2.390
H: -0.995 -0.668 -2.166
H: -0.175 0.454 -1.549
O: -4.352 -1.354 -0.742
H: -4.594 -1.450 0.186
H: -4.691 -2.156 -1.157
O: -1.911 -1.989 1.062
H: -1.063 -1.613 0.802
H: -2.344 -2.193 0.225
O: -2.270 2.249 0.592
H: -1.717 2.809 0.035
H: -1.647 1.840 1.204
O: 2.226 2.359 -1.347
H: 3.111 2.734 -1.418
H: 1.688 3.087 -1.016
O: 0.225 3.128 0.880
H: -0.160 3.354 0.025
H: -0.512 3.206 1.496
O: 4.423 -3.523 0.113
H: 4.176 -3.705 1.027
H: 3.585 -3.326 -0.321

No. 2
A structure of composition C48H77AsBaF3N7O2S2Si4 at a distorted geometry, computed with ωB97M-V with the def2-TZVPD basis set.

Properties
Kohn-Sham gap (eV): 6.65
LUMO level (eV): 3.8
Net charge: -2
HOMO (eV): -2.882
Max |F| (eV/Å): 1.3
Energy (a.u.): -6924.6303

Cartesian coordinates (Å):
Ba: -0.389 -0.227 0.164
C: 0.924 -3.147 -3.111
N: 1.506 -2.137 -2.244
C: 2.218 -2.798 -1.157
C: 2.395 -1.291 -3.028
C: 3.131 -0.244 -2.214
N: 2.291 0.684 -1.472
C: 1.478 1.512 -2.354
C: 3.140 1.534 -0.647
H: 1.699 -3.832 -3.501
H: 0.429 -2.681 -3.959
H: 0.191 -3.736 -2.554
H: 3.078 -3.381 -1.545
H: 1.544 -3.476 -0.640
H: 2.582 -2.081 -0.419
H: 1.815 -0.822 -3.826
H: 3.167 -1.912 -3.523
H: 3.784 0.313 -2.912
H: 3.788 -0.737 -1.496
H: 2.098 2.099 -3.056
H: 0.901 2.220 -1.754
H: 0.767 0.931 -2.940
H: 3.785 2.178 -1.275
H: 3.764 0.920 -0.001
H: 2.530 2.165 -0.001
C: -5.785 -4.444 -3.452
C: -5.933 -4.532 -1.959
C: -7.036 -5.141 -1.376
C: -7.185 -5.208 0.004
C: -6.220 -4.632 0.815
C: -5.111 -4.011 0.260
C: -4.952 -3.976 -1.123
N: -3.843 -3.365 -1.744
C: -2.714 -2.868 -1.058
N: -2.126 -3.841 -0.322
C: -1.129 -3.866 0.717
C: -0.325 -2.766 1.003
C: 0.613 -2.986 2.028
C: 0.746 -4.194 2.702
C: -0.085 -5.254 2.365
C: -1.039 -5.112 1.367
C: -1.934 -6.279 1.023
N: -2.303 -1.653 -1.237
C: -3.198 -0.804 -1.966
C: -4.303 -0.253 -1.316
C: -5.190 0.559 -2.008
C: -4.967 0.843 -3.348
C: -3.867 0.299 -3.992
C: -2.980 -0.542 -3.323
C: -1.816 -1.159 -4.034
H: -6.576 -5.004 -3.952
H: -4.818 -4.837 -3.777
H: -5.841 -3.408 -3.805
H: -7.795 -5.570 -2.024
H: -8.055 -5.689 0.436
H: -6.331 -4.631 1.893
H: -4.401 -3.512 0.909
H: -4.090 -2.783 -2.530
H: -2.588 -4.721 -0.461
H: 1.295 -2.181 2.307
H: 1.492 -4.312 3.483
H: -0.001 -6.207 2.881
H: -1.690 -7.138 1.650
H: -1.820 -6.600 -0.020
H: -2.995 -6.050 1.179
H: -4.457 -0.479 -0.266
H: -6.041 0.984 -1.488
H: -5.632 1.508 -3.888
H: -3.669 0.556 -5.025
H: -1.847 -0.927 -5.099
H: -1.810 -2.245 -3.911
H: -0.875 -0.775 -3.639
C: 4.229 2.856 4.336
Si: 4.234 1.066 4.881
C: 5.781 0.880 5.957
C: 2.789 0.689 6.005
C: 4.426 -0.150 3.467
C: 5.549 -0.956 3.371
C: 5.690 -1.869 2.326
C: 4.670 -1.919 1.397
N: 3.576 -1.159 1.438
C: 3.424 -0.283 2.455
S: 1.986 0.682 2.534
H: 4.321 3.513 5.209
H: 3.309 3.094 3.801
H: 5.075 3.054 3.669
H: 5.704 1.549 6.821
H: 6.692 1.145 5.410
H: 5.898 -0.141 6.338
H: 2.849 1.292 6.918
H: 2.801 -0.368 6.292
H: 1.844 0.889 5.500
H: 6.333 -0.880 4.119
H: 6.556 -2.511 2.237
H: 4.727 -2.613 0.558
C: -0.307 6.816 1.507
Si: 0.375 5.109 1.127
C: 1.889 5.358 0.053
C: 0.920 4.352 2.742
As: -1.105 3.635 0.034
Si: -1.637 4.739 -2.000
C: -3.140 3.877 -2.689
C: -0.193 4.607 -3.170
C: -1.992 6.580 -1.827
Si: -3.059 3.873 1.347
C: -3.776 5.603 1.533
C: -2.677 3.256 3.066
C: -4.378 2.808 0.579
H: 0.492 7.394 1.988
H: -1.155 6.777 2.195
H: -0.625 7.351 0.609
H: 2.550 6.088 0.535
H: 1.635 5.735 -0.939
H: 2.446 4.425 -0.073
H: 1.777 4.916 3.130
H: 1.236 3.311 2.621
H: 0.130 4.383 3.496
H: -3.253 2.870 -2.280
H: -3.028 3.752 -3.772
H: -4.053 4.444 -2.474
H: 0.031 3.561 -3.387
H: 0.701 5.106 -2.789
H: -0.477 5.082 -4.117
H: -2.713 6.822 -1.045
H: -2.403 6.922 -2.785
H: -1.075 7.146 -1.638
H: -3.251 6.180 2.299
H: -4.816 5.485 1.857
H: -3.778 6.183 0.609
H: -1.978 3.913 3.591
H: -2.260 2.246 3.037
H: -3.608 3.220 3.644
H: -4.849 3.294 -0.281
H: -5.145 2.593 1.332
H: -3.963 1.856 0.249
S: -4.615 -1.345 2.867
C: -3.388 -0.540 2.132
N: -2.537 0.055 1.588
F: -0.715 0.982 -7.549
C: -0.160 1.461 -6.414
F: 0.595 0.460 -5.909
F: 0.705 2.439 -6.789
C: -1.209 2.021 -5.401
O: -2.155 2.626 -5.935
O: -0.923 1.802 -4.208

- Look up the LUMO level of the first one.
  -0.3 eV

- Look up the max |F| of the first one.
  6.4 eV/Å

- Number 2 is which compound?
  C48H77AsBaF3N7O2S2Si4